{"formula": "C32H67BrF10NO14PS2", "method": "ωB97M-V/def2-TZVPD", "symbols": ["C", "C", "C", "C", "C", "C", "C", "C", "C", "C", "F", "F", "C", "F", "F", "S", "F", "F", "F", "F", "F", "C", "Br", "C", "P", "N", "O", "O", "C", "F", "C", "C", "O", "O", "S", "O", "O", "H", "H", "H", "H", "H", "H", "H", "H", "H", "H", "H", "H", "H", "H", "H", "H", "H", "H", "H", "H", "H", "H", "H", "H", "H", "H", "H", "C", "O", "C", "C", "O", "C", "H", "H", "H", "H", "H", "H", "H", "H", "H", "H", "C", "O", "C", "C", "O", "C", "H", "H", "H", "H", "H", "H", "H", "H", "H", "H", "C", "O", "C", "C", "O", "C", "H", "H", "H", "H", "H", "H", "H", "H", "H", "H", "C", "O", "C", "C", "O", "C", "H", "H", "H", "H", "H", "H", "H", "H", "H", "H"], "coordinates": [[-4.56709, 1.15763, 0.04190], [-4.07774, -0.01684, 0.89186], [-3.43626, -1.18692, 0.10795], [-4.02268, -1.35929, -1.29838], [-1.87962, -1.16551, 0.15204], [-1.41347, -1.44402, 1.61776], [-0.70444, -0.31494, 2.37240], [-0.39910, -0.74648, 3.82946], [-0.44585, 0.41583, 4.82052], [0.91364, 0.96488, 5.24589], [1.72907, -0.05338, 5.60731], [0.74272, 1.75730, 6.33208], [1.58853, 1.75932, 4.09579], [2.09237, 0.83419, 3.21766], [0.65971, 2.51166, 3.43009], [3.00945, 2.92998, 4.61168], [3.29769, 2.03696, 5.87862], [4.09038, 2.11048, 3.78642], [2.76442, 3.84054, 3.32633], [1.96764, 3.80132, 5.41704], [4.15071, 3.91298, 5.07759], [-1.28685, -2.26750, -0.77717], [-1.99247, -4.00492, -0.29066], [0.25403, -2.26382, -0.77882], [0.79508, -3.56467, -1.98972], [-0.15612, -3.71071, -3.19512], [0.98687, -4.95494, -1.19849], [2.26670, -3.11399, -2.42525], [0.90448, -0.91716, -1.10810], [0.82148, -0.72033, -2.46435], [2.38284, -0.91284, -0.67376], [3.27494, -0.03868, -1.53375], [4.30435, 0.49997, -0.69981], [0.33964, 0.17922, -0.42540], [-1.25654, 0.36750, -0.51777], [-1.60859, 0.45185, -1.90178], [-1.57654, 1.48703, 0.30288], [-5.57679, 0.98558, -0.31287], [-4.52300, 2.08273, 0.60379], [-3.94090, 1.29716, -0.83228], [-4.90683, -0.39926, 1.48045], [-3.35534, 0.35334, 1.61309], [-3.68184, -2.09032, 0.65297], [-3.44441, -0.87933, -2.07781], [-4.05291, -2.41824, -1.54153], [-5.04279, -1.00182, -1.36206], [-2.27189, -1.74163, 2.21061], [-0.74424, -2.29706, 1.64296], [-1.28486, 0.59597, 2.39678], [0.25862, -0.14243, 1.90751], [0.56245, -1.24679, 3.82948], [-1.14657, -1.47478, 4.13184], [-0.87138, 0.05806, 5.75446], [-1.09047, 1.21977, 4.48820], [-1.59999, -2.07755, -1.79658], [0.62431, -2.57302, 0.19659], [-0.54107, -4.64158, -3.27802], [1.58855, -4.88418, -0.44837], [2.63809, -3.79995, -2.98655], [2.39415, -0.48469, 0.32600], [2.76024, -1.91878, -0.56428], [2.70130, 0.77944, -1.95580], [3.73391, -0.62095, -2.32535], [4.29439, 1.44979, -0.78905], [-1.20797, 7.60718, 1.55159], [-0.31127, 6.80785, 0.80593], [-0.44601, 5.41736, 1.06835], [-1.20971, 4.70236, -0.02111], [-2.57061, 5.11553, -0.06151], [-2.84827, 6.02781, -1.10576], [-1.15352, 8.61985, 1.15521], [-2.23644, 7.24757, 1.46383], [-0.92025, 7.62856, 2.60892], [-0.93179, 5.25592, 2.03582], [0.56452, 4.99882, 1.12337], [-1.20383, 3.62947, 0.18525], [-0.72873, 4.86521, -0.99078], [-2.81443, 5.52348, -2.07787], [-2.14446, 6.86427, -1.10883], [-3.85447, 6.41368, -0.94769], [-3.44198, -10.39229, 1.48446], [-4.71098, -9.76507, 1.47803], [-4.87857, -8.82015, 2.52219], [-4.72693, -7.40250, 2.02130], [-3.39761, -7.13343, 1.60245], [-3.23752, -7.15899, 0.19607], [-3.34929, -10.95400, 0.55675], [-2.63145, -9.66118, 1.53858], [-3.35969, -11.08846, 2.32604], [-4.17018, -9.01119, 3.33368], [-5.89067, -8.94817, 2.91879], [-4.95716, -6.71155, 2.83853], [-5.43349, -7.21229, 1.20819], [-3.72100, -6.28902, -0.26152], [-3.64990, -8.07047, -0.24314], [-2.16949, -7.11939, -0.01506], [8.11790, 5.67217, 0.36192], [7.76759, 5.11415, 1.61453], [6.38136, 4.83832, 1.74011], [6.08564, 3.36767, 1.56022], [6.34299, 2.93738, 0.22996], [7.56065, 2.22599, 0.09750], [9.20459, 5.67862, 0.29804], [7.71787, 5.08353, -0.46745], [7.75551, 6.70283, 0.28327], [5.80371, 5.42987, 1.02372], [6.07876, 5.13783, 2.74838], [5.02304, 3.19469, 1.75983], [6.66294, 2.77422, 2.27456], [7.48053, 1.23805, 0.56263], [8.39457, 2.77273, 0.54411], [7.75109, 2.09571, -0.96630], [-2.17339, 1.64771, -6.71373], [-0.96183, 1.56278, -5.99130], [-0.94989, 0.50559, -5.03671], [-0.16535, -0.68614, -5.53195], [-0.79964, -1.30642, -6.64450], [-0.20409, -0.97697, -7.88212], [-2.02294, 2.35527, -7.52810], [-2.46107, 0.68038, -7.13401], [-2.98120, 2.01804, -6.07218], [-1.97019, 0.20658, -4.78070], [-0.47741, 0.89063, -4.13051], [-0.10849, -1.43242, -4.73429], [0.85538, -0.38552, -5.79052], [0.77625, -1.45801, -7.98036], [-0.08805, 0.10380, -8.00032], [-0.85529, -1.35020, -8.67148]], "forces_ev_per_angstrom": [[0.24, -0.22, -0.05], [0.20, 0.12, -0.03], [-0.34, 0.55, -0.34], [0.09, -0.49, -0.05], [0.18, -1.26, 0.58], [0.19, 0.92, 0.16], [0.33, -0.71, 0.81], [-0.45, 0.27, -0.85], [0.41, -0.47, 0.54], [-0.79, -0.03, -0.19], [0.08, 0.10, -0.02], [-0.05, -0.02, -0.10], [0.25, -0.06, -1.15], [-0.51, 0.92, 0.63], [0.87, -0.73, 0.75], [0.03, 0.13, -0.53], [0.09, -0.05, 0.12], [-0.12, -0.06, 0.20], [0.07, -0.11, 0.11], [-0.07, 0.06, 0.06], [-0.04, 0.02, -0.10], [0.24, 0.95, -0.19], [0.08, -0.04, 0.13], [-0.05, -0.61, -0.16], [-0.87, -0.32, -1.31], [0.24, -0.10, 0.51], [0.22, 0.43, 0.26], [0.17, 0.15, 0.79], [1.38, -0.73, 0.09], [-0.22, 0.25, -0.01], [-0.55, 0.35, 0.45], [0.31, 0.24, 0.50], [-0.02, -0.46, -0.11], [-0.63, 0.07, -0.06], [-0.56, 0.88, -0.84], [0.10, -0.30, 0.16], [0.44, -0.27, 0.26], [-0.22, 0.08, -0.01], [-0.15, 0.16, 0.11], [0.09, 0.10, -0.15], [-0.16, -0.15, 0.03], [0.05, 0.05, 0.17], [0.07, -0.19, 0.14], [-0.03, 0.26, -0.04], [0.00, -0.14, -0.11], [-0.16, 0.13, 0.11], [-0.30, -0.04, -0.08], [0.03, -0.23, -0.13], [-0.05, 0.15, -0.21], [-0.04, 0.51, -0.23], [0.14, -0.15, 0.32], [-0.07, -0.14, 0.15], [0.01, -0.01, 0.23], [0.02, 0.21, -0.14], [-0.18, -0.24, -0.16], [0.06, 0.07, 0.20], [-0.26, 0.04, -0.22], [0.08, -0.16, 0.11], [0.13, -0.08, -0.40], [-0.02, 0.10, 0.13], [0.13, -0.15, -0.21], [-0.18, 0.01, -0.27], [-0.04, -0.03, -0.27], [0.25, 0.40, 0.06], [0.04, 0.01, -0.02], [-0.10, -0.02, 0.02], [0.23, 0.10, -0.12], [-0.18, -0.16, 0.14], [0.05, 0.10, -0.03], [-0.03, -0.04, 0.01], [0.04, 0.00, -0.01], [0.00, -0.01, 0.02], [-0.06, -0.01, 0.02], [-0.03, -0.01, 0.01], [-0.02, -0.03, 0.02], [0.05, 0.14, -0.03], [0.01, 0.05, -0.01], [0.03, 0.05, -0.02], [0.01, 0.00, -0.02], [-0.01, -0.04, 0.01], [-0.04, -0.02, -0.02], [0.11, 0.04, 0.00], [-0.21, -0.11, -0.11], [0.15, 0.14, 0.17], [-0.01, -0.06, -0.09], [0.02, -0.02, 0.04], [-0.04, -0.01, 0.00], [0.01, 0.00, 0.02], [0.05, 0.02, 0.02], [0.03, 0.02, 0.01], [0.01, 0.02, 0.03], [-0.03, -0.01, -0.01], [-0.01, -0.03, -0.03], [-0.05, -0.06, -0.06], [-0.02, 0.00, 0.00], [0.01, 0.03, 0.03], [0.02, 0.00, 0.04], [-0.01, -0.03, -0.11], [0.15, 0.02, 0.20], [-0.28, -0.02, -0.18], [0.03, 0.03, 0.00], [-0.04, -0.04, -0.03], [0.01, 0.01, 0.04], [-0.02, 0.01, -0.01], [-0.02, -0.01, -0.05], [-0.02, -0.01, -0.03], [-0.04, 0.00, -0.01], [0.08, 0.02, -0.01], [0.03, 0.00, 0.02], [0.04, 0.00, 0.02], [0.00, 0.00, 0.02], [-0.04, -0.01, -0.01], [0.05, 0.03, 0.02], [-0.09, -0.07, -0.08], [0.26, 0.21, -0.01], [-0.17, -0.26, 0.13], [0.05, 0.10, -0.10], [-0.04, -0.04, 0.04], [0.02, 0.03, 0.02], [-0.03, 0.00, 0.01], [-0.04, -0.04, -0.02], [-0.02, -0.01, 0.00], [-0.05, -0.04, 0.00], [0.00, 0.00, -0.02], [0.00, 0.04, -0.03], [0.03, 0.05, -0.03], [0.03, 0.00, 0.00], [-0.01, -0.04, 0.01]], "lowdin_charge": [-0.09, -0.20, -0.34, -0.06, -0.43, -0.15, -0.19, -0.15, -0.06, -0.48, 0.12, 0.11, -0.36, 0.10, 0.11, 0.77, -0.12, -0.14, -0.14, -0.12, -0.11, -0.62, 0.94, -0.26, 0.50, -0.12, -0.17, -0.13, -0.51, 0.07, -0.08, -0.21, -0.06, -0.11, 0.70, -0.23, -0.23, 0.07, 0.08, 0.06, 0.11, 0.09, 0.10, 0.07, 0.06, 0.08, 0.12, 0.10, 0.09, 0.09, 0.12, 0.11, 0.13, 0.13, 0.08, 0.12, 0.00, 0.08, 0.10, 0.13, 0.11, 0.13, 0.12, 0.07, -0.12, -0.19, -0.20, -0.20, -0.19, -0.11, 0.09, 0.08, 0.09, 0.13, 0.12, 0.09, 0.13, 0.09, 0.08, 0.09, -0.11, -0.19, -0.21, -0.20, -0.20, -0.15, 0.09, 0.08, 0.09, 0.13, 0.13, 0.13, 0.13, 0.05, 0.09, 0.08, -0.11, -0.19, -0.20, -0.20, -0.20, -0.11, 0.09, 0.08, 0.09, 0.13, 0.12, 0.11, 0.13, 0.09, 0.08, 0.09, -0.12, -0.19, -0.20, -0.20, -0.19, -0.12, 0.09, 0.08, 0.09, 0.12, 0.11, 0.09, 0.13, 0.09, 0.08, 0.09], "max_force_ev_per_a": 1.61, "total_energy_ha": -7077.81880, "homo_energy_ev": -8.67, "total_charge": 0, "smiles": "CC[C@@H](C)[C@@]1(CCCCC(F)(F)C(F)(F)S(F)(F)(F)(F)F)[C@H](Br)[C@@H](P(=N)(O)O)[C@](F)(CCO)OS1(=O)=O.COCCOC.COCCOC.COCCOC.COCCOC"}